Record 1
# C60H59CaN9O5

A structure of composition C60H59CaN9O5 (ωB97M-V/def2-TZVPD, the OMol25 dataset).

```
! RIJCOSX wB97M-V def2-TZVPD def2/J DEFGRID3
* xyz -2 1
Ca -0.48 -0.89 -0.19
O -1.19 -4.99 -1.28
O -4.17 2.61 -0.86
O -2.08 -0.35 -1.29
O -2.66 3.62 0.48
O -0.80 0.54 1.17
N 1.97 -1.46 2.49
N 4.77 0.33 -1.21
N 4.60 0.49 0.11
N -1.13 -2.61 1.36
N 3.63 0.00 -1.69
N 2.41 -3.64 0.58
N 2.70 -0.06 -0.72
N 0.51 -0.53 -2.52
N -0.32 -2.85 -1.20
C -3.26 1.57 -0.48
C -4.17 5.00 -0.78
C -1.07 -3.82 0.80
C -2.11 2.32 0.21
C 5.20 -5.37 -0.44
C -0.10 -2.90 -2.62
C 4.38 -3.41 -1.54
C 0.40 3.43 1.24
C -1.46 1.68 1.50
C -1.64 3.27 -4.25
C 5.81 2.42 1.15
C -4.07 2.16 4.30
C -4.54 -1.29 -1.90
C -1.63 1.10 -5.23
C -2.92 0.63 -1.69
C 5.73 0.90 0.92
C 5.04 2.80 2.41
C 6.50 -5.03 -0.82
C 1.58 -1.74 4.72
C -3.20 0.19 2.56
C 1.00 0.56 -3.09
C 1.85 -3.00 4.17
C -5.72 -1.88 -2.31
C -6.44 0.21 -3.24
C 1.48 4.14 1.73
C -1.28 -2.52 2.68
C -1.40 2.46 -5.34
C -0.40 2.64 2.07
C -4.26 -0.06 3.42
C -0.87 -3.92 -0.69
C 6.74 -3.88 -1.54
C -4.29 0.05 -2.15
C -5.25 0.80 -2.84
C -6.68 -1.13 -2.98
C -1.41 -4.89 2.92
C -3.99 3.69 0.00
C -3.03 2.42 3.41
C -1.43 -3.63 3.50
C -5.01 3.64 1.14
C -2.10 0.56 -4.05
C 1.66 -0.85 3.64
C -2.12 2.73 -3.06
C -2.37 1.37 -2.94
C 5.67 -3.07 -1.91
C 1.82 4.07 3.08
C 2.74 -4.78 -0.25
C 2.34 -3.82 1.84
C 0.59 -1.69 -3.17
C 4.13 -4.56 -0.79
C 5.30 3.21 -0.05
C -4.69 0.92 4.30
C 1.26 -1.78 -4.39
C 1.63 0.57 -4.32
C -2.58 1.44 2.53
C 1.78 -0.64 -4.98
C 2.07 -2.79 2.80
C -0.04 2.58 3.42
C 1.05 3.27 3.92
C -1.22 -4.99 1.55
C 3.31 0.25 0.40
H 0.45 -3.80 -2.91
H -3.76 -1.86 -1.41
H 5.03 -6.27 0.14
H 1.99 1.50 -4.75
H -4.02 5.84 -0.10
H 5.85 -2.16 -2.47
H 7.76 -3.61 -1.82
H 0.90 1.48 -2.52
H -0.61 1.96 4.09
H 5.50 4.28 0.09
H -1.43 0.45 -6.08
H -3.75 0.92 0.25
H 2.30 -0.69 -5.93
H -2.27 -0.50 -3.96
H 2.45 -4.83 2.27
H -7.17 0.80 -3.78
H 1.87 -3.95 4.68
H 1.34 -1.51 5.75
H 3.55 -2.77 -1.80
H 3.98 2.54 2.32
H 7.33 -5.67 -0.52
H 5.10 3.88 2.60
H 5.68 0.38 1.87
H 2.70 -5.74 0.30
H -2.32 3.40 -2.24
H -1.18 -5.93 1.03
H -1.04 2.89 -6.27
H 6.86 2.66 1.30
H -1.54 -3.50 4.56
H -5.03 2.64 1.57
H 6.61 0.56 0.37
H 2.07 4.76 1.06
H -2.84 -0.56 1.87
H 5.78 2.89 -0.97
H 5.45 2.29 3.29
H -5.18 5.03 -1.19
H -6.00 3.87 0.74
H 1.53 0.23 3.67
H -5.90 -2.94 -2.13
H -5.52 0.72 4.98
H -1.28 2.41 -0.50
H 1.37 -2.75 -4.87
H -2.57 3.40 3.41
H -1.53 -5.78 3.53
H 2.01 -4.83 -1.07
H -4.75 4.35 1.92
H -3.45 5.06 -1.59
H 4.22 3.09 -0.16
H 2.67 4.62 3.46
H -4.40 2.93 4.99
H -7.61 -1.59 -3.30
H 0.17 3.50 0.18
H -4.73 -1.03 3.41
H -1.46 4.34 -4.31
H -1.27 -1.52 3.08
H 1.32 3.19 4.97
H -1.08 -2.96 -3.14
H -5.05 1.84 -3.06
H 2.83 0.22 1.37
*
```

***

Record 2
# C60H61Br2F9N4O8

A cluster of 14 separate species, C60H61Br2F9N4O8 in total (ωB97M-V/def2-TZVPD, the OMol25 dataset).

```
! RIJCOSX wB97M-V def2-TZVPD def2/J DEFGRID3
* xyz 0 1
Br -0.34 -3.24 2.90
Br 1.35 0.58 0.42
F 4.36 -4.36 2.23
F -4.15 2.69 -7.51
F -2.07 -5.34 -1.94
F -2.21 5.68 -3.28
F -8.10 -4.79 2.00
F -4.81 -1.69 2.94
F 1.70 2.36 -2.80
F -2.42 -0.71 -1.20
F 2.31 -1.30 4.43
O 1.95 6.15 -0.81
O 0.02 -1.53 8.81
O 2.65 6.01 1.23
O 1.40 0.19 9.52
O 0.46 4.03 3.10
O -0.66 5.92 2.86
O 5.55 1.44 0.50
O 6.87 1.46 -1.27
N 0.81 -0.54 8.65
N 6.57 1.75 -0.11
N 2.39 5.51 0.13
N 0.23 5.24 3.33
C -3.77 -0.27 -5.35
C -0.20 -1.81 1.51
C -3.85 -0.77 3.09
C 5.88 -1.45 5.15
C -1.99 1.35 -4.76
C -0.62 -2.99 -4.30
C -6.21 -4.33 0.64
C 0.93 5.80 4.49
C -4.64 -1.24 -1.67
C 1.11 -3.58 -2.75
C 3.08 0.66 -3.72
C 1.22 -1.32 1.22
C 2.64 4.05 0.00
C -5.34 -4.62 -0.37
C -2.90 5.33 -0.98
C -4.20 0.97 -0.80
C 3.00 1.97 -6.22
C -1.51 -3.84 -3.61
C 7.57 2.60 0.59
C -5.53 1.23 -0.76
C -2.06 1.37 3.74
C -2.11 5.02 -2.10
C -1.04 -4.56 -2.55
C -4.05 0.54 2.63
C -5.57 -5.82 -1.02
C -6.43 0.41 -1.43
C 3.75 0.77 -6.06
C -1.13 4.01 -2.03
C -2.55 4.66 0.20
C 4.89 -3.86 -1.25
C 5.47 0.51 3.83
C 5.00 -2.44 -1.25
C -1.91 0.04 4.26
C 4.68 -4.50 -0.06
C 4.61 -2.36 1.12
C -6.48 -6.76 -0.56
C 2.40 1.87 -3.86
C -4.26 0.59 -6.30
C -2.55 2.18 -5.75
C -0.89 3.34 -0.88
C 3.74 0.16 -4.84
C 2.38 2.55 -5.09
C 3.64 -0.97 4.49
C -2.71 -0.99 3.89
C -2.67 0.14 -4.59
C 0.28 -4.43 -2.10
C -3.73 1.88 -6.45
C 4.51 -1.75 5.24
C 4.09 0.22 3.91
C 1.00 -0.24 7.24
C 0.67 -2.85 -3.79
C -6.00 -0.89 -1.78
C -1.57 3.70 0.25
C -3.19 1.53 2.90
C -7.37 -6.50 0.47
C -7.20 -5.24 1.06
C 6.31 -0.37 4.42
C -3.74 -0.31 -1.25
C 4.58 -3.74 1.12
C 4.88 -1.73 -0.09
H -6.69 -1.67 -2.03
H 1.84 0.44 7.09
H 1.96 5.66 4.17
H -4.30 -2.22 -1.98
H 8.22 1.78 0.88
H 3.23 0.21 -2.75
H 3.00 2.38 -7.22
H -3.65 6.10 -1.10
H 0.10 0.34 7.05
H 0.96 -1.20 6.73
H -0.79 -2.12 0.64
H -2.56 -2.03 4.16
H 4.23 0.16 -6.80
H 0.00 2.74 -0.82
H -8.16 -7.22 0.64
H 5.20 -1.98 -2.20
H -2.76 5.18 1.13
H 1.43 -2.38 -4.39
H -4.59 -3.96 -0.79
H -2.52 -4.07 -3.92
H 3.65 3.78 0.33
H -1.03 -2.52 -5.18
H -0.64 -0.90 1.93
H 3.32 0.87 3.53
H 1.83 -1.24 2.12
H 0.69 5.15 5.33
H 7.33 -0.03 4.48
H -4.22 -1.25 -5.35
H 2.41 3.71 -1.01
H -5.80 2.26 -0.55
H -4.89 -6.07 -1.83
H -0.50 3.92 -2.90
H 1.65 -2.08 0.58
H -1.38 2.15 4.05
H -1.10 -0.10 4.96
H -3.54 1.82 -0.66
H -2.30 -0.43 -3.76
H 4.26 -2.72 5.65
H 4.45 -1.73 1.98
H 8.15 3.20 -0.11
H 4.89 -4.46 -2.14
H -4.88 0.71 1.96
H 7.06 3.15 1.38
H 5.62 1.48 3.39
H 6.55 -2.19 5.56
H 0.81 6.87 4.65
H 2.14 -3.43 -2.46
H -1.94 2.97 -6.17
H -6.59 -7.71 -1.07
H -1.22 3.38 1.21
H 1.87 3.50 -5.15
H 4.38 -0.69 -4.67
H -5.06 0.33 -6.98
H 0.56 -5.01 -1.24
H -7.49 0.58 -1.44
H -6.19 -3.34 1.06
H 1.88 3.60 0.64
H -3.37 2.51 2.49
H -1.11 1.64 -4.20
H 4.85 -0.65 -0.23
H 4.57 -5.57 0.06
*
```

***

| no. | F_max (eV/Å) | E (eV) |
| --- | --- | --- |
| 1 | 2.56 | -105269.2685 |
| 2 | 4.41 | -250076.5351 |